DFT (ωB97M-V/def2-TZVPD) results for a 4-piece molecular cluster, C9H21ClN3O3 overall in a non-equilibrium geometry.

energy: -32811.307 eV
gap between HOMO and LUMO: 5.79 eV
ΔE to the lowest compared entry with this formula, charge and spin: 2.8312 eV

Geometry as ORCA input:
```
! wB97M-V def2-TZVPD RIJCOSX def2/J DEFGRID3
* xyz -1 1
Cl -2.321 3.761 1.062
C -2.357 -1.126 -5.363
C -3.433 -0.566 -6.224
O -4.149 0.380 -5.797
N -3.598 -1.085 -7.437
C -2.740 -2.094 -8.088
H -1.374 -0.970 -5.807
H -2.530 -2.199 -5.276
H -2.371 -0.774 -4.332
H -4.413 -0.875 -7.996
H -3.145 -3.076 -7.844
H -1.733 -1.999 -7.681
H -2.748 -1.949 -9.168
C 3.732 4.087 3.689
C 4.506 3.613 2.487
O 5.746 3.598 2.446
N 3.864 3.283 1.383
C 4.460 2.501 0.329
H 2.715 3.702 3.612
H 3.658 5.174 3.640
H 4.153 3.641 4.590
H 2.869 3.432 1.294
H 5.274 3.033 -0.163
H 3.725 2.310 -0.453
H 4.723 1.552 0.796
C -1.985 -2.071 6.368
C -1.346 -2.736 5.172
O -1.138 -3.959 5.165
N -0.837 -1.942 4.211
C -0.042 -2.397 3.062
H -1.589 -2.389 7.332
H -3.039 -2.343 6.416
H -1.839 -0.994 6.277
H -1.213 -1.005 4.189
H -0.620 -2.652 2.173
H 0.558 -3.289 3.241
H 0.575 -1.575 2.697
*
```

Atom charges from the natural (NBO) analysis, given in e for atoms 1 to 2: number 1, Cl, carries -1.000; number 2, C, carries -0.712

DFT (ωB97M-V/def2-TZVPD) results for a 4-piece molecular cluster, C9H21ClN3O3 overall in a non-equilibrium geometry.

energy: -32806.665 eV
gap between HOMO and LUMO (spin up / spin down): 9.67 / 4.06 eV
ΔE to the lowest compared entry with this formula, charge and spin: 0.8882 eV
expectation value of S²: 0.752

Geometry as ORCA input:
```
! wB97M-V def2-TZVPD RIJCOSX def2/J DEFGRID3
* xyz 0 2
Cl -14.907 -12.212 -19.171
C -18.358 -13.138 -17.322
C -18.350 -14.528 -17.933
O -19.178 -15.340 -17.570
N -17.486 -14.748 -18.902
C -17.469 -15.935 -19.767
H -17.420 -12.635 -17.559
H -18.377 -13.441 -16.276
H -19.278 -12.631 -17.616
H -16.837 -13.996 -19.086
H -16.616 -15.883 -20.444
H -18.225 -15.972 -20.551
H -17.284 -16.899 -19.294
C -15.305 -15.158 -13.952
C -15.051 -13.743 -14.527
O -15.637 -12.781 -14.064
N -14.532 -13.608 -15.746
C -14.454 -14.814 -16.721
H -15.925 -15.662 -14.694
H -15.851 -15.170 -13.009
H -14.308 -15.588 -13.861
H -14.502 -12.653 -16.074
H -13.803 -15.624 -16.393
H -14.335 -14.602 -17.784
H -15.434 -15.291 -16.700
C -19.565 -12.641 -21.424
C -18.571 -12.429 -22.535
O -19.015 -12.391 -23.633
N -17.261 -12.513 -22.237
C -16.151 -12.440 -23.222
H -19.271 -12.539 -20.379
H -20.117 -13.557 -21.635
H -20.256 -11.803 -21.513
H -16.901 -12.448 -21.296
H -16.376 -13.309 -23.840
H -15.221 -12.697 -22.715
H -16.224 -11.610 -23.925
*
```

Atom charges from the natural (NBO) analysis, given in e for atoms 1 to 2: number 1, Cl, carries 0.005; number 2, C, carries -0.706

DFT (ωB97M-V/def2-TZVPD) results for a 2-piece molecular cluster, C9H21FNO4S overall in a non-equilibrium geometry.

energy: -32897.461 eV
gap between HOMO and LUMO: 4.31 eV

Geometry as ORCA input:
```
! wB97M-V def2-TZVPD RIJCOSX def2/J DEFGRID3
* xyz -1 1
C 3.349 -2.661 0.680
C 3.385 -1.667 -0.659
C 3.485 -0.064 -0.193
C 2.048 0.318 0.506
C 1.663 1.915 0.450
C 0.135 2.249 1.024
C -0.857 2.479 -0.260
C -2.153 1.478 -0.329
C -1.829 -0.104 -0.043
N -3.157 -0.814 0.101
O -3.608 -0.836 1.366
S -3.184 -2.381 -0.666
O -1.854 -3.193 -0.516
O -4.355 -3.185 0.021
F -3.667 -2.259 -2.343
H 3.302 -3.763 0.282
H 4.327 -2.464 1.321
H 2.414 -2.364 1.357
H 2.299 -1.769 -1.141
H 4.240 -1.977 -1.402
H 4.308 -0.019 0.653
H 3.813 0.644 -1.065
H 1.168 -0.257 -0.053
H 2.101 0.023 1.655
H 2.409 2.574 1.109
H 1.812 2.326 -0.661
H 0.229 3.294 1.591
H -0.244 1.475 1.816
H -0.280 2.480 -1.293
H -1.296 3.583 -0.152
H -3.067 1.815 0.348
H -2.567 1.534 -1.447
H -1.110 -0.292 0.878
H -1.280 -0.608 -0.972
H -2.868 -0.884 2.040
O -4.349 2.106 -2.062
H -4.761 1.270 -1.941
*
```

Atom charges from the natural (NBO) analysis, given in e for atoms 1 to 2: number 1, C, carries -0.638; number 2, C, carries -0.405

DFT (ωB97M-V/def2-TZVPD) results for a 3-piece molecular cluster, C9H21FO11P2 overall in a non-equilibrium geometry.

energy: -53489.800 eV
gap between HOMO and LUMO: 10.37 eV
ΔE to the lowest compared entry with this formula, charge and spin: 6.2634 eV
SMILES: O=C1OC[C@@H](F)O1.COP(=O)(OC)OC.COP(=O)(OC)OC

Geometry as ORCA input:
```
! wB97M-V def2-TZVPD RIJCOSX def2/J DEFGRID3
* xyz 0 1
O 4.027 7.865 -22.579
C 3.588 6.996 -21.819
O 3.279 7.342 -20.539
C 2.264 6.400 -20.155
C 2.887 5.165 -20.871
F 2.020 4.179 -20.998
O 3.387 5.668 -22.050
H 2.185 6.220 -19.083
H 1.330 6.779 -20.571
H 3.761 4.890 -20.280
C 5.141 3.456 -18.342
O 6.024 2.851 -19.250
P 5.760 3.142 -20.825
O 6.307 2.104 -21.707
O 6.375 4.626 -21.158
C 6.069 5.087 -22.473
O 4.160 3.346 -21.016
C 3.328 2.179 -20.803
H 5.567 4.370 -17.928
H 5.007 2.708 -17.560
H 4.125 3.613 -18.705
H 5.022 5.386 -22.529
H 6.195 4.385 -23.297
H 6.549 6.044 -22.674
H 2.418 2.509 -20.302
H 3.805 1.548 -20.054
H 3.205 1.664 -21.756
C 2.058 9.084 -21.039
O 1.411 8.650 -19.844
P 1.420 9.347 -18.333
O 0.305 8.927 -17.397
O 2.935 9.219 -17.779
C 3.229 8.014 -16.993
O 1.305 10.940 -18.662
C 0.035 11.296 -19.142
H 2.799 8.406 -21.462
H 2.557 10.024 -20.804
H 1.396 9.265 -21.886
H 4.219 7.600 -17.183
H 2.540 7.174 -17.085
H 3.084 8.220 -15.932
H -0.279 10.904 -20.109
H 0.163 12.277 -19.599
H -0.797 11.294 -18.437
*
```

Atom charges from the natural (NBO) analysis, given in e for atoms 1 to 2: number 1, O, carries -0.550; number 2, C, carries 0.957

DFT (ωB97M-V/def2-TZVPD) results for C9H21IN3O6 as an isolated structure.

energy: -34523.102 eV
gap between HOMO and LUMO: 7.64 eV
ΔE to the lowest compared entry with this formula, charge and spin: 0.0000 eV

Geometry as ORCA input:
```
! wB97M-V def2-TZVPD RIJCOSX def2/J DEFGRID3
* xyz 1 1
N -2.159 0.394 0.305
C -1.082 0.575 -0.491
N -0.436 1.713 -0.537
N -0.696 -0.516 -1.233
I 0.570 -1.777 -0.224
H -3.016 0.168 -0.184
H -2.293 1.084 1.033
H -0.756 2.519 -0.019
H 0.383 1.859 -1.118
H -0.329 -0.264 -2.144
C 0.581 7.463 -3.282
C 1.823 6.642 -3.534
O 1.683 5.287 -3.036
C 0.977 4.475 -3.797
O 0.452 4.710 -4.848
O 0.929 3.267 -3.183
C 0.148 2.298 -3.874
H 0.322 7.450 -2.222
H 0.757 8.496 -3.582
H -0.265 7.081 -3.851
H 2.675 7.040 -2.989
H 2.078 6.606 -4.591
H 0.427 2.171 -4.916
H -0.912 2.552 -3.823
H 0.334 1.362 -3.347
C -2.091 -4.476 3.109
C -0.636 -4.224 2.779
O 0.224 -4.465 3.898
C 0.491 -5.757 4.135
O 0.101 -6.682 3.473
O 1.257 -5.828 5.215
C 1.589 -7.163 5.625
H -2.387 -3.895 3.983
H -2.723 -4.190 2.267
H -2.261 -5.529 3.324
H -0.481 -3.173 2.534
H -0.315 -4.828 1.930
H 2.021 -7.722 4.799
H 0.702 -7.675 5.992
H 2.313 -7.051 6.425
*
```

Atom charges from the natural (NBO) analysis, given in e for atoms 1 to 2: number 1, N, carries -0.764; number 2, C, carries 0.685

DFT (ωB97M-V/def2-TZVPD) results for C9H21INO2 as an isolated structure in a non-equilibrium geometry.

energy: -23356.250 eV
gap between HOMO and LUMO: 6.49 eV

Geometry as ORCA input:
```
! wB97M-V def2-TZVPD RIJCOSX def2/J DEFGRID3
* xyz -1 1
I -5.070 4.053 -19.976
O -7.031 2.165 -20.179
H -6.695 2.809 -19.554
H -6.253 1.848 -20.638
C -2.195 4.725 -21.731
C -2.046 3.239 -22.202
C -0.775 2.710 -21.584
C -0.575 1.236 -21.294
C -1.815 0.768 -20.473
C -3.128 1.017 -21.212
N -3.145 2.454 -21.741
O -4.444 2.814 -22.061
C -3.404 0.045 -22.421
C -4.183 0.728 -20.245
C -1.882 3.155 -23.776
H -3.212 5.107 -21.642
H -1.747 4.938 -20.761
H -1.837 5.383 -22.523
H 0.054 2.911 -22.263
H -0.677 3.117 -20.578
H -0.730 0.742 -22.253
H 0.333 0.926 -20.777
H -1.860 0.989 -19.407
H -1.667 -0.310 -20.535
H -4.307 0.310 -22.970
H -3.511 -1.023 -22.231
H -2.650 0.096 -23.207
H -4.072 -0.297 -19.891
H -5.169 0.750 -20.708
H -4.260 1.382 -19.376
H -0.938 3.561 -24.140
H -2.065 2.106 -24.008
H -2.662 3.724 -24.281
H -4.638 3.339 -21.281
*
```

Atom charges from the natural (NBO) analysis, given in e for atoms 1 to 2: number 1, I, carries -0.622; number 2, O, carries -0.999